Entry P
Here is 12 unconnected molecules or ions with the total composition BF4H22O11 from OMol25. Energies are from wB97M-V/def2-TZVPD.

As for the lowest unoccupied orbital energy: 2.5 eV. The calculation puts the HOMO-LUMO gap at 10.868 eV.

The geometry in ORCA input format:
```
! RIJCOSX wB97M-V def2-TZVPD def2/J DEFGRID3
* xyz -1 1
F 1.717 -22.739 -9.142
F 0.092 -21.305 -9.913
F 2.241 -21.178 -10.711
F 0.937 -22.998 -11.281
O 2.256 -25.448 -7.700
O 4.439 -22.733 -7.262
O 0.555 -21.120 -13.518
O -1.533 -24.119 -11.132
O 0.729 -26.076 -10.851
O -1.374 -19.594 -8.038
O 4.177 -23.346 -10.513
O -3.467 -21.274 -9.590
O 1.763 -22.747 -6.270
O 1.587 -18.401 -10.243
O 3.275 -24.985 -12.930
B 1.224 -22.053 -10.273
H 3.627 -22.730 -10.008
H 2.474 -18.058 -10.388
H 1.488 -25.623 -10.466
H 0.570 -20.158 -13.481
H -1.802 -19.614 -8.901
H -0.830 -23.444 -11.057
H -0.532 -20.038 -8.185
H 1.188 -21.395 -12.844
H 4.366 -23.273 -8.061
H -3.926 -21.605 -8.812
H 1.580 -25.875 -8.236
H 2.084 -24.502 -7.796
H 1.720 -19.340 -10.055
H 5.268 -22.255 -7.360
H 2.651 -24.825 -12.209
H 1.135 -22.029 -6.393
H 0.001 -25.440 -10.756
H -2.668 -21.810 -9.656
H 4.143 -24.971 -12.514
H -2.029 -24.078 -10.309
H 2.513 -22.530 -6.850
H 3.855 -23.249 -11.415
*
```

Partial atomic charges computed with the Löwdin method, in multiples of e: number 1, F, carries 0.109; number 2, F, carries 0.132; number 3, F, carries 0.106; number 4, F, carries 0.114; number 5, O, carries -0.059; number 6, O, carries -0.038; number 7, O, carries -0.051; number 8, O, carries -0.048; number 9, O, carries -0.056; number 10, O, carries -0.072; number 11, O, carries -0.055; number 12, O, carries -0.050; number 13, O, carries -0.066; number 14, O, carries -0.061; number 15, O, carries -0.051; number 16, B, carries -1.231; number 17, H, carries 0.003; number 18, H, carries 0.027; number 19, H, carries 0.008; number 20, H, carries 0.034; number 21, H, carries 0.015; number 22, H, carries 0.019; number 23, H, carries 0.007; number 24, H, carries 0.003; number 25, H, carries 0.030; number 26, H, carries 0.041; number 27, H, carries 0.017; number 28, H, carries -0.011; number 29, H, carries 0.002; number 30, H, carries 0.052; number 31, H, carries 0.006; number 32, H, carries 0.032; number 33, H, carries 0.001; number 34, H, carries 0.016; number 35, H, carries 0.027; number 36, H, carries 0.040; number 37, H, carries -0.012; number 38, H, carries 0.019

=====

Entry Q
Here is 12 unconnected molecules or ions with the total composition BF4H22O11 from OMol25. Energies are from wB97M-V/def2-TZVPD.

As for the lowest unoccupied orbital energy: 2.6 eV. The calculation puts the HOMO-LUMO gap at 10.578 eV.

The geometry in ORCA input format:
```
! RIJCOSX wB97M-V def2-TZVPD def2/J DEFGRID3
* xyz -1 1
F 0.624 -0.788 0.519
F -1.031 -0.900 -0.915
F 0.790 0.425 -1.270
F -0.613 1.010 0.337
O 1.110 1.096 -4.039
O 1.299 -2.032 -2.544
O -1.504 -1.239 2.090
O 2.994 -1.985 1.908
O 2.351 1.062 1.384
O -3.328 1.436 1.096
O 0.759 3.186 -0.263
O -1.994 -3.134 -2.026
O -2.243 1.722 -2.229
O -0.035 2.389 2.879
O 0.356 -3.629 1.856
B -0.121 -0.049 -0.367
H 0.476 -3.306 2.750
H 0.572 2.498 -0.902
H -3.377 2.105 1.779
H 1.372 -1.283 -1.953
H 1.588 -2.780 -2.021
H -0.698 -0.894 2.473
H 0.073 -2.861 1.360
H -2.416 1.143 1.112
H 1.598 0.662 0.949
H -1.361 -1.190 1.145
H 2.295 -2.345 2.454
H -0.076 3.280 3.226
H 0.954 3.959 -0.793
H 2.777 -1.057 1.822
H -2.083 1.506 -1.311
H 0.803 1.976 -4.256
H -1.783 -2.259 -1.702
H 2.909 1.366 0.668
H 0.274 2.496 1.980
H 0.975 1.021 -3.094
H -2.921 1.105 -2.506
H -1.361 -3.709 -1.596
*
```

Partial atomic charges computed with the Löwdin method, in multiples of e: number 1, F, carries 0.145; number 2, F, carries 0.190; number 3, F, carries 0.158; number 4, F, carries 0.172; number 5, O, carries -0.047; number 6, O, carries -0.034; number 7, O, carries -0.027; number 8, O, carries -0.055; number 9, O, carries -0.034; number 10, O, carries -0.048; number 11, O, carries -0.030; number 12, O, carries -0.058; number 13, O, carries -0.040; number 14, O, carries -0.053; number 15, O, carries -0.048; number 16, B, carries -1.447; number 17, H, carries 0.025; number 18, H, carries 0.011; number 19, H, carries 0.030; number 20, H, carries -0.005; number 21, H, carries 0.035; number 22, H, carries 0.040; number 23, H, carries -0.003; number 24, H, carries -0.010; number 25, H, carries -0.015; number 26, H, carries -0.001; number 27, H, carries -0.002; number 28, H, carries 0.026; number 29, H, carries 0.042; number 30, H, carries -0.011; number 31, H, carries -0.006; number 32, H, carries 0.023; number 33, H, carries -0.011; number 34, H, carries 0.051; number 35, H, carries -0.015; number 36, H, carries -0.009; number 37, H, carries 0.040; number 38, H, carries 0.022

=====

Most stable: entry P. Least stable: entry Q.

=====

Entry P
Here is C3H6BrNO2 in the gas phase from OMol25. Energies are from wB97M-V/def2-TZVPD.

As for the SMILES: CO/[N+]([O-])=C/CBr. As for the lowest unoccupied orbital energy: 0.3 eV. The calculation puts the HOMO-LUMO gap at 9.538 eV.

The geometry in ORCA input format:
```
! RIJCOSX wB97M-V def2-TZVPD def2/J DEFGRID3
* xyz 0 1
Br 3.669 0.291 -0.025
O -1.279 0.853 -0.437
O -0.320 -0.654 1.076
N -0.094 -0.035 0.017
C 1.020 -0.146 -0.648
C -2.524 0.845 0.311
C 2.137 -0.992 -0.140
H -2.757 1.862 0.717
H 2.511 -1.753 -0.852
H -3.321 0.633 -0.296
H 1.265 0.542 -1.442
H -2.392 -0.016 0.886
H 2.085 -1.430 0.834
*
```

Partial atomic charges computed with the Löwdin method, in multiples of e: number 1, Br, carries 0.590; number 2, O, carries -0.097; number 3, O, carries -0.029; number 4, N, carries -0.197; number 5, C, carries -0.174; number 6, C, carries -0.044; number 7, C, carries -0.489; number 8, H, carries 0.110; number 9, H, carries 0.070; number 10, H, carries 0.049; number 11, H, carries 0.108; number 12, H, carries 0.056; number 13, H, carries 0.048

=====

Entry Q
Here is C3H6BrNO2 in the gas phase from OMol25. Energies are from wB97M-V/def2-TZVPD.

As for the SMILES: CC(C)(Br)[N+](=O)[O-]. As for the lowest unoccupied orbital energy: -1.9 eV. The calculation puts the HOMO-LUMO gap at 8.549 eV.

The geometry in ORCA input format:
```
! RIJCOSX wB97M-V def2-TZVPD def2/J DEFGRID3
* xyz 0 1
Br -1.458 0.342 -2.181
O 0.635 -2.059 -0.930
O -1.015 -1.922 0.421
N -0.131 -1.435 -0.237
C -0.884 0.707 0.904
C -0.093 0.065 -0.167
C 1.379 0.454 -0.256
H 1.810 0.352 0.746
H -1.798 0.044 1.145
H 1.823 -0.334 -0.943
H -1.538 1.490 0.361
H -0.294 0.867 1.789
H 1.564 1.430 -0.652
*
```

Partial atomic charges computed with the Löwdin method, in multiples of e: number 1, Br, carries 0.347; number 2, O, carries 0.065; number 3, O, carries 0.069; number 4, N, carries -0.446; number 5, C, carries -0.103; number 6, C, carries -0.467; number 7, C, carries -0.043; number 8, H, carries 0.103; number 9, H, carries 0.113; number 10, H, carries 0.101; number 11, H, carries 0.093; number 12, H, carries 0.087; number 13, H, carries 0.082

=====

Most stable: entry Q. Least stable: entry P.

=====

Entry P
Here is 4 unconnected molecules or ions with the total composition C2H11O3S from OMol25. Energies are from wB97M-V/def2-TZVPD.

As for the lowest unoccupied orbital energy: 3.8 eV. The calculation puts the HOMO-LUMO gap at 7.252 eV.

The geometry in ORCA input format:
```
! RIJCOSX wB97M-V def2-TZVPD def2/J DEFGRID3
* xyz -1 1
S 0.332 -0.129 -0.255
O 3.017 0.519 1.449
O -2.152 -2.018 0.579
O 0.629 -3.142 -1.605
C -0.505 2.514 -0.550
C -0.684 1.269 0.313
H -1.219 3.296 -0.305
H 2.360 0.207 0.788
H 0.046 -3.025 -2.371
H 0.533 2.827 -0.523
H -1.949 -2.815 1.084
H -0.640 2.184 -1.586
H -0.494 1.472 1.374
H -1.275 -1.567 0.540
H 3.095 -0.293 1.988
H 0.636 -2.228 -1.261
H -1.730 0.930 0.340
*
```

Partial atomic charges computed with the Löwdin method, in multiples of e: number 1, S, carries 0.413; number 2, O, carries -0.161; number 3, O, carries -0.143; number 4, O, carries -0.129; number 5, C, carries -0.226; number 6, C, carries -0.735; number 7, H, carries 0.049; number 8, H, carries -0.109; number 9, H, carries 0.025; number 10, H, carries 0.050; number 11, H, carries 0.011; number 12, H, carries 0.045; number 13, H, carries 0.044; number 14, H, carries -0.088; number 15, H, carries 0.017; number 16, H, carries -0.099; number 17, H, carries 0.037

=====

Entry Q
Here is 4 unconnected molecules or ions with the total composition C2H11O3S from OMol25. Energies are from wB97M-V/def2-TZVPD.

As for the lowest unoccupied orbital energy: 3.9 eV. The calculation puts the HOMO-LUMO gap at 7.116 eV.

The geometry in ORCA input format:
```
! RIJCOSX wB97M-V def2-TZVPD def2/J DEFGRID3
* xyz -1 1
S 0.873 1.824 0.640
O -2.307 1.320 1.977
O -0.012 -3.590 -0.151
O 1.297 -1.081 1.318
C -0.199 1.022 -0.609
C 0.593 0.668 -1.879
H -2.579 2.197 2.251
H -0.473 -2.950 -0.705
H -1.506 1.465 1.449
H 1.565 0.297 -1.602
H 0.776 1.591 -2.451
H 1.086 -0.109 1.179
H -0.640 0.104 -0.231
H 0.062 -0.076 -2.480
H -0.947 1.748 -0.874
H 1.541 -1.218 2.232
H 0.872 -3.211 -0.065
*
```

Partial atomic charges computed with the Löwdin method, in multiples of e: number 1, S, carries 0.283; number 2, O, carries -0.104; number 3, O, carries -0.082; number 4, O, carries -0.167; number 5, C, carries -0.764; number 6, C, carries -0.224; number 7, H, carries 0.014; number 8, H, carries 0.024; number 9, H, carries -0.062; number 10, H, carries 0.035; number 11, H, carries 0.055; number 12, H, carries -0.134; number 13, H, carries 0.035; number 14, H, carries 0.049; number 15, H, carries 0.022; number 16, H, carries 0.004; number 17, H, carries 0.015

=====

Most stable: entry P. Least stable: entry Q.